[1]
Here is C37H45AlAsCl4N5O7S2 as an isolated structure from the Open Molecules 2025 dataset. Energies are from ωB97M-V/def2-TZVPD.

- Electronic energy: -200064.7943 eV
- Charge: +2
- E_HOMO: -12.12 eV
- LUMO energy: -5.273 eV
- Kohn-Sham gap: 6.845 eV

XYZ file:
```
102
Properties=species:S:1:pos:R:3:forces:R:3
As -2.630 3.517 1.154 0.1 0.1 0.0
Cl 5.946 -0.590 -3.601 0.0 0.0 0.0
Cl -1.216 2.190 -2.113 0.1 0.0 0.0
Cl 3.723 5.030 -5.338 0.0 0.0 0.0
Cl 2.190 -4.411 -3.272 0.0 0.0 0.0
S -0.603 0.943 3.783 0.0 0.1 -0.1
S 5.138 3.296 -7.307 0.0 0.0 0.0
Al -0.363 1.014 0.678 -0.1 0.2 0.1
O -0.402 3.357 -1.996 -0.1 0.0 0.0
O -1.388 2.357 1.182 0.0 0.0 0.0
O -2.535 2.437 -1.610 -0.1 -0.3 -0.1
O -1.221 1.641 -3.410 0.0 0.0 0.0
O -0.597 1.143 -1.216 -0.1 0.0 0.0
O 2.540 2.264 -3.552 0.0 0.1 0.0
O 0.131 0.622 2.464 0.0 -0.1 0.1
N -2.716 -5.367 -0.704 0.0 0.0 0.0
N -4.388 -4.863 0.688 0.0 0.0 0.0
N -1.303 -0.704 0.539 0.2 0.0 0.0
N 1.519 1.119 0.297 0.0 -0.1 -0.1
N 3.342 1.451 -0.861 0.0 0.0 0.0
C 3.659 1.442 -3.314 0.0 0.0 0.0
C 3.947 -2.373 -3.425 0.0 0.0 0.0
C 2.617 -2.736 -3.300 0.0 0.0 0.0
C 1.055 -0.716 5.438 0.0 0.0 0.0
C -4.638 -6.141 0.238 0.0 0.0 0.0
C -2.400 -0.985 1.257 0.0 0.0 0.0
C 3.916 3.523 -6.134 0.0 0.0 0.0
C -3.225 -4.457 0.084 0.0 0.0 0.0
C -2.595 -3.160 0.274 0.0 0.0 0.0
C -2.364 4.895 -0.134 -0.1 0.2 0.0
C -5.589 -8.258 -0.143 0.0 0.0 0.0
C 2.165 -0.958 4.424 0.0 0.0 0.0
C 0.712 3.706 6.543 0.0 0.0 0.0
C 3.304 -0.032 -3.335 0.0 0.0 0.0
C -3.577 -6.437 -0.630 0.0 0.0 0.0
C 3.623 1.324 -6.734 0.0 0.0 0.0
C -5.668 -7.044 0.500 0.0 0.0 0.0
C -3.073 -2.181 1.150 0.0 0.0 0.0
C -3.516 -7.679 -1.273 0.0 0.0 0.0
C -4.333 2.668 1.024 0.0 0.0 0.0
C 3.620 0.441 0.032 0.0 0.0 0.0
C -0.181 2.658 5.889 0.0 0.0 0.0
C 3.169 2.402 -5.919 0.0 0.0 0.0
C -1.441 -2.867 -0.459 0.0 0.0 0.0
C 0.403 2.212 4.552 0.0 0.0 0.0
C 1.978 -0.435 -3.212 0.0 0.0 0.0
C -0.329 -0.489 4.843 0.0 0.0 0.0
C -0.841 -1.644 -0.310 0.0 0.0 0.0
C -2.527 4.331 2.880 0.0 0.0 0.0
C -4.527 -8.573 -1.018 0.0 0.0 0.0
C 2.067 2.310 -4.916 0.0 0.0 0.0
C 4.674 1.663 -7.526 0.0 0.0 0.0
C 2.492 0.244 0.753 0.0 0.0 0.1
C 1.624 -1.774 -3.204 0.0 0.0 0.0
C 2.076 1.824 -0.687 0.1 -0.1 -0.1
C 4.214 1.881 -1.959 0.0 0.0 0.0
C 4.272 -1.025 -3.445 0.0 0.0 0.0
H 0.831 4.580 5.901 0.0 0.0 0.0
H -5.099 3.444 1.034 0.0 0.0 0.0
H -4.464 2.024 1.892 0.0 0.0 0.0
H 4.720 -3.124 -3.513 0.0 0.0 0.0
H 0.041 -1.383 -0.882 0.0 0.0 0.0
H -2.700 -7.912 -1.943 0.0 0.0 0.0
H 4.446 1.639 -4.048 0.0 0.0 0.0
H 1.423 1.838 4.645 0.0 0.0 0.0
H 5.196 1.048 -8.240 0.0 0.0 0.0
H 4.302 2.966 -1.947 0.0 0.0 0.0
H 0.402 3.019 3.815 0.0 0.0 0.0
H -1.042 -3.605 -1.140 0.0 0.0 0.0
H 0.956 -1.592 6.082 0.0 0.0 0.0
H 3.169 0.342 -6.730 0.0 0.0 0.0
H -1.185 3.060 5.736 0.0 0.0 0.0
H 4.582 -0.039 0.065 0.0 0.0 0.0
H -2.996 5.731 0.166 0.0 0.0 0.0
H 5.192 1.441 -1.784 0.0 0.0 0.0
H 1.934 -1.823 3.798 0.0 0.0 0.0
H -3.296 5.098 2.964 0.0 0.0 0.0
H -2.685 3.574 3.646 0.0 0.0 0.0
H 1.312 0.107 6.108 0.0 0.0 0.0
H 1.585 2.557 -1.305 0.0 0.0 0.0
H -4.391 2.099 0.102 0.0 0.0 -0.1
H -1.548 4.791 3.000 0.0 0.0 0.0
H 1.705 3.303 6.748 0.0 0.0 0.0
H 1.432 3.194 -4.948 0.0 0.0 0.0
H 2.319 -0.100 3.769 0.0 0.0 0.0
H -3.958 -2.334 1.752 0.0 0.0 0.0
H 3.103 -1.162 4.936 0.0 0.0 0.0
H -2.746 -0.212 1.934 0.0 0.0 0.0
H -2.629 4.546 -1.125 0.0 0.1 0.1
H -0.646 -1.322 4.209 0.0 0.0 0.0
H 2.302 -0.447 1.554 0.0 0.0 0.0
H -0.287 1.799 6.556 0.0 0.0 0.0
H -6.362 -8.995 0.024 0.0 0.0 0.0
H 0.586 -2.075 -3.157 0.0 0.0 0.0
H 1.206 0.320 -3.149 0.0 0.0 0.0
H -6.486 -6.810 1.169 0.0 0.0 0.0
H -1.318 5.195 -0.111 0.0 0.0 0.0
H -4.518 -9.543 -1.496 0.0 0.0 0.0
H 0.285 4.040 7.487 0.0 0.0 0.0
H -1.086 -0.376 5.623 0.0 0.0 0.0
H 1.451 1.432 -5.121 0.0 0.0 0.0
H -4.970 -4.339 1.315 0.0 0.0 0.0
```
Forces are in eV/Å.

These are the Löwdin partial charges, in e, on atoms 1 to 99: As 1.13; Cl 0.76; Cl 0.76; Cl 0.68; Cl 0.71; S 1.05; S 1.04; Al -0.09; O -0.28; O -0.34; O -0.33; O -0.22; O -0.30; O -0.13; O -0.44; N 0.19; N 0.17; N 0.04; N 0.06; N -0.01; C -0.30; C -0.11; C -0.66; C -0.26; C -0.18; C -0.07; C -0.98; C -0.29; C -0.09; C -0.17; C -0.06; C -0.09; C -0.08; C -0.18; C -0.21; C -0.14; C -0.01; C 0.03; C 0.00; C -0.16; C 0.00; C -0.29; C -0.35; C 0.05; C -0.33; C -0.02; C -0.31; C -0.04; C -0.18; C -0.07; C -0.13; C -0.39; C -0.05; C -0.10; C -0.06; C -0.02; C -0.57; H 0.08; H 0.06; H 0.05; H 0.11; H 0.11; H 0.12; H 0.13; H 0.10; H 0.08; H 0.15; H 0.10; H 0.13; H 0.13; H 0.12; H 0.10; H 0.14; H 0.06; H 0.12; H 0.09; H 0.06; H 0.04; H 0.10; H 0.13; H 0.05; H 0.05; H 0.09; H 0.13; H 0.05; H 0.12; H 0.09; H 0.11; H 0.03; H 0.10; H 0.10; H 0.10; H 0.11; H 0.10; H 0.10; H 0.11; H 0.06; H 0.11; H 0.09



[2]
Here is C37H45As3Cl2CsN6O2S2 as an isolated structure at a distorted geometry from the Open Molecules 2025 dataset. Energies are from ωB97M-V/def2-TZVPD.

- Electronic energy: -281913.8429 eV
- Charge: -1
- E_HOMO: -4.25 eV
- LUMO energy: 1.657 eV
- Kohn-Sham gap: 5.911 eV

XYZ file:
```
98
Properties=species:S:1:pos:R:3:forces:R:3
Cs -10.770 19.377 3.578 -0.1 0.3 -0.3
As -11.826 18.376 7.004 0.1 0.5 -0.1
As -11.476 13.045 6.098 -0.3 -0.6 0.0
As -8.121 17.447 5.527 0.0 -0.1 -0.4
Cl -11.095 12.516 0.191 0.0 -0.9 -0.2
Cl -8.085 13.394 1.021 0.0 0.0 -0.2
S -13.852 19.759 -0.347 0.2 -0.5 -0.7
S -12.457 25.081 3.133 -0.8 -0.7 0.0
O -8.139 18.060 -0.545 -0.3 1.2 0.6
O -12.244 16.812 3.291 0.6 -0.3 1.1
N -12.024 21.421 0.145 -0.3 1.3 1.1
N -14.020 19.301 3.174 -0.9 -0.3 -0.7
N -12.573 17.186 1.048 0.4 0.2 -0.9
N -9.054 21.063 1.172 0.5 1.0 0.9
N -9.842 18.245 0.956 -0.8 1.2 1.4
N -14.328 23.524 2.230 0.5 1.0 0.8
C -12.855 17.267 2.293 -1.1 1.1 0.8
C -15.155 24.985 4.036 -0.1 0.3 0.5
C -14.121 18.054 2.631 0.4 0.3 0.5
C -14.111 24.524 3.052 -0.2 -0.8 0.5
C -9.355 14.554 0.707 -0.3 0.2 0.8
C -16.422 19.358 2.984 -0.5 2.6 1.6
C -11.260 19.816 -1.532 1.0 -1.1 0.9
C -10.640 14.143 0.438 -1.4 1.2 -0.4
C -12.210 20.343 -0.533 -1.6 1.1 -0.2
C -10.111 16.894 0.886 1.3 -1.3 0.3
C -13.153 23.110 1.658 1.9 -0.5 0.3
C -14.253 21.086 0.612 0.6 0.2 -0.3
C -16.549 18.042 2.661 3.0 0.4 -0.3
C -6.906 21.844 -0.363 0.7 0.6 -2.9
C -11.681 15.108 0.422 1.3 -1.0 0.7
C -10.188 15.798 6.756 -1.6 0.5 1.2
C -7.645 17.221 3.684 -1.1 0.3 -0.9
C -11.434 16.386 0.844 0.2 1.0 -1.1
C -8.530 22.303 1.281 -0.9 0.2 1.0
C -11.401 13.725 4.275 -1.2 -0.1 0.5
C -15.322 17.410 2.435 -1.0 -0.7 -0.7
C -8.494 20.242 0.295 -1.2 -1.0 0.4
C -12.004 23.797 2.088 -2.2 -0.4 -0.3
C -7.412 22.715 0.542 -0.8 0.9 2.1
C -7.561 20.658 -0.617 1.3 -0.2 0.1
C -11.973 18.434 8.957 1.5 -1.7 0.9
C -15.178 19.989 3.281 0.2 -2.9 -0.8
C -8.851 18.747 0.257 1.1 -1.9 -1.7
C -13.174 21.866 0.851 1.3 -0.1 -1.0
C -6.549 16.472 6.197 -1.5 -1.5 0.1
C -11.591 16.460 6.590 -0.5 -0.4 0.4
C -13.367 13.560 6.275 -1.1 -2.2 -0.5
C -9.399 16.470 7.970 -3.1 -2.0 -0.1
C -9.094 15.899 0.964 0.4 -0.2 -0.2
C -13.725 18.244 6.624 0.3 -2.5 -1.3
C -9.388 15.919 5.472 -0.1 -0.4 -1.2
C -10.457 14.318 7.162 -0.4 1.5 0.2
H -14.159 17.574 7.377 -0.3 0.8 0.3
H -13.919 12.646 5.831 0.8 1.3 0.5
H -17.452 17.569 2.449 -1.4 -0.6 -0.1
H -13.671 17.486 5.763 -0.5 1.6 0.5
H -10.073 15.991 4.567 0.8 0.3 1.0
H -10.395 13.788 3.956 1.0 0.3 -0.5
H -12.270 19.370 9.354 0.2 1.4 0.0
H -7.374 16.169 3.512 0.1 0.5 -0.2
H -15.345 26.025 3.826 -0.3 0.6 0.1
H -6.121 22.254 -1.055 -0.5 -0.9 0.8
H -15.337 16.422 1.979 0.3 0.1 0.2
H -6.904 23.662 0.752 -0.4 -0.2 -0.1
H -14.264 19.143 6.367 -0.2 0.0 0.1
H -12.722 14.913 0.227 0.0 -0.6 0.0
H -10.969 18.107 9.400 -1.4 0.7 -0.4
H -6.915 17.950 3.389 0.9 0.0 -0.1
H -6.729 15.390 6.038 0.1 0.5 -0.3
H -11.893 12.957 3.686 -0.1 0.0 -0.2
H -10.385 20.480 -1.608 -0.5 -0.2 0.0
H -6.552 16.544 7.259 0.7 0.5 0.8
H -11.967 14.669 4.213 0.6 -0.3 -0.3
H -8.040 16.038 1.283 -1.0 0.7 -0.6
H -14.885 24.946 5.143 0.0 -0.3 -1.6
H -12.743 17.802 9.400 0.0 -0.7 -0.4
H -9.253 17.519 7.803 -0.2 0.6 0.4
H -8.787 15.001 5.250 -0.2 0.6 0.4
H -13.840 13.680 7.241 0.4 0.1 0.4
H -5.652 16.742 5.699 0.8 0.5 -0.2
H -11.953 16.386 5.537 0.3 0.0 0.7
H -10.979 23.553 2.043 0.7 -0.3 -0.8
H -15.260 21.244 0.868 -0.9 0.2 0.6
H -8.483 15.974 7.920 1.8 -0.7 0.6
H -13.630 14.371 5.637 -0.1 0.9 -0.4
H -17.323 19.956 3.169 0.3 -0.1 -0.3
H -9.054 22.977 2.066 1.2 -1.1 -1.5
H -9.974 16.152 8.915 1.1 1.0 -1.2
H -10.935 14.288 8.160 0.2 0.1 -0.3
H -16.099 24.447 3.857 0.5 0.1 0.1
H -15.061 21.020 3.515 -0.3 0.7 0.4
H -9.480 13.932 7.275 1.1 -1.1 0.2
H -10.932 18.882 -1.062 0.4 -0.1 -0.3
H -8.517 17.520 3.055 0.5 -0.7 0.3
H -11.624 19.512 -2.506 -0.5 0.4 -0.1
H -12.363 15.942 7.232 0.8 0.4 -0.5
H -7.264 19.928 -1.351 0.2 0.0 -0.1
```
Forces are in eV/Å.

The computed Löwdin charges, all in e, follow: Cs 0.79; As 1.06; As 1.12; As 1.09; Cl 0.64; Cl 0.61; S 1.07; S 1.02; O -0.05; O -0.17; N 0.09; N 0.09; N 0.13; N 0.09; N -0.01; N 0.09; C -0.65; C -0.10; C -0.23; C -0.63; C -0.69; C -0.09; C -0.06; C -0.73; C -0.60; C -0.23; C -0.30; C -0.40; C -0.06; C -0.09; C -0.05; C -0.64; C -0.36; C -0.24; C -0.14; C -0.33; C -0.02; C -0.23; C -0.34; C -0.10; C -0.02; C -0.35; C -0.14; C -0.51; C -0.30; C -0.31; C -0.37; C -0.36; C -0.13; C -0.06; C -0.33; C -0.35; C -0.41; H 0.02; H 0.04; H 0.09; H 0.03; H 0.08; H 0.00; H -0.01; H 0.04; H 0.05; H 0.12; H 0.12; H 0.10; H 0.01; H 0.11; H 0.02; H 0.02; H 0.04; H 0.02; H 0.09; H -0.01; H 0.01; H 0.10; H 0.10; H 0.02; H 0.00; H 0.09; H 0.01; H 0.01; H 0.04; H 0.01; H 0.05; H 0.02; H -0.01; H 0.10; H 0.11; H 0.11; H 0.07; H 0.08; H 0.09; H 0.04; H 0.07; H -0.03; H 0.08; H 0.08; H 0.11